# 1
{
  "formula": "C3H7NSi",
  "method": "wB97M-V/def2-TZVPD",
  "elements": ["C", "C", "C", "N", "Si", "H", "H", "H", "H", "H", "H", "H"],
  "coordinates": [[-0.85488, -1.49785, -1.98117], [1.24908, 0.02446, -0.15959], [-0.07775, 0.04714, 0.52772], [-0.55561, -2.13020, -2.89393], [-1.55964, -0.38700, -0.61824], [2.02263, -0.40300, 0.44969], [1.32562, -0.63055, -1.04735], [1.45361, 0.93800, -0.60586], [-0.23268, 1.00076, 1.10887], [-0.14763, -0.64744, 1.56937], [-2.33078, 0.61824, -1.40091], [-2.22617, -1.25745, 0.34803]],
  "orbital_gap_ev": 11.564,
  "charge": 0,
  "smiles": "CC[SiH2]C#N",
  "e_homo_ev": -10.9,
  "de_lowest_ev": 0.786,
  "spin_multiplicity": 1
}

---

# 2
{
  "formula": "C4H9NO",
  "method": "wB97M-V/def2-TZVPD",
  "elements": ["C", "C", "C", "N", "C", "O", "H", "H", "H", "H", "H", "H", "H", "H", "H"],
  "coordinates": [[0.10217, 0.62121, -1.57793], [-0.47253, 0.76674, -0.17924], [0.77870, 0.13052, 1.02824], [0.63053, -1.28477, 1.24478], [-0.77693, -1.20482, 0.84676], [-1.68221, -0.94098, 1.58981], [-0.38602, 1.27367, -2.31058], [1.15933, 0.88273, -1.54742], [0.02306, -0.40321, -1.97519], [-1.59135, 0.63530, -0.26118], [-0.39737, 1.75826, 0.23075], [0.54260, 0.64748, 1.95880], [1.75674, 0.43088, 0.61737], [1.16842, -1.80125, 0.54196], [-0.85516, -1.51176, -0.20693]],
  "orbital_gap_ev": 10.293,
  "charge": 0,
  "smiles": "CCCNC=O",
  "e_homo_ev": -9.4,
  "de_lowest_ev": 3.476,
  "spin_multiplicity": 1
}

---

# 3
{
  "formula": "C50H47N4O3P2S2V",
  "method": "wB97M-V/def2-TZVPD",
  "elements": ["V", "C", "N", "C", "P", "C", "C", "C", "C", "C", "C", "C", "C", "C", "C", "C", "C", "C", "C", "C", "C", "C", "C", "P", "C", "C", "C", "C", "C", "C", "C", "C", "C", "C", "C", "C", "H", "H", "H", "H", "H", "H", "H", "H", "H", "H", "H", "H", "H", "H", "H", "H", "H", "H", "H", "H", "H", "H", "H", "H", "H", "H", "H", "H", "H", "S", "C", "N", "C", "C", "N", "C", "C", "C", "C", "C", "C", "C", "C", "S", "C", "C", "C", "C", "C", "C", "C", "H", "H", "H", "H", "H", "H", "H", "H", "H", "H", "H", "H", "H", "H", "H", "H", "H", "H", "O", "N", "O", "O"],
  "coordinates": [[0.93475, -1.48433, 0.51921], [-2.52000, -0.48526, -0.66684], [-3.29466, -1.63016, -0.27449], [-2.71337, -2.64282, 0.56602], [-1.00896, -3.15978, 0.05223], [-1.16391, -3.39450, -1.72859], [-2.31748, -3.98105, -2.25111], [-2.45486, -4.13480, -3.62036], [-1.44449, -3.71158, -4.47393], [-0.28768, -3.14191, -3.96114], [-0.14791, -2.98425, -2.59078], [-0.86663, -4.77253, 0.83944], [-0.41673, -5.87692, 0.12332], [-0.34225, -7.11245, 0.74865], [-0.70712, -7.24374, 2.08016], [-1.14867, -6.13934, 2.79811], [-1.22586, -4.90223, 2.18200], [-4.43843, -1.93445, -1.04701], [-5.41103, -2.80088, -0.54415], [-6.52070, -3.12820, -1.30518], [-6.70122, -2.58224, -2.56911], [-5.75478, -1.69638, -3.05624], [-4.62915, -1.37465, -2.30897], [-1.17264, -0.01937, 0.49243], [-0.90270, 1.71100, -0.00137], [-0.91777, 2.06896, -1.35214], [-0.73139, 3.39138, -1.72591], [-0.50930, 4.36553, -0.75976], [-0.47536, 4.01425, 0.58262], [-0.67904, 2.69408, 0.96127], [-1.91406, 0.05061, 2.13639], [-1.37125, -0.68956, 3.18682], [-1.97221, -0.67108, 4.43580], [-3.12301, 0.08050, 4.63553], [-3.67495, 0.81022, 3.59048], [-3.07378, 0.79635, 2.34182], [-3.18200, 0.38220, -0.75076], [-2.03192, -0.61195, -1.64705], [-3.30104, -3.55535, 0.48910], [-2.68971, -2.36308, 1.62264], [-3.11323, -4.31633, -1.59696], [-3.35260, -4.58437, -4.02289], [-1.55488, -3.83641, -5.54291], [0.50912, -2.83317, -4.62465], [0.77415, -2.57720, -2.19523], [-0.13098, -5.77471, -0.91579], [0.00204, -7.97499, 0.19402], [-0.64587, -8.20996, 2.56265], [-1.42985, -6.24281, 3.83745], [-1.55695, -4.04242, 2.75351], [-5.32955, -3.19983, 0.45926], [-7.26189, -3.80118, -0.89443], [-7.57286, -2.83374, -3.15683], [-5.88102, -1.25128, -4.03465], [-3.90179, -0.69857, -2.73814], [-1.08132, 1.32363, -2.12014], [-0.77803, 3.66342, -2.77281], [-0.38233, 5.40017, -1.05218], [-0.31275, 4.76802, 1.34320], [-0.68182, 2.43301, 2.01252], [-0.48591, -1.30181, 3.03842], [-1.54707, -1.24323, 5.24969], [-3.59460, 0.09301, 5.60913], [-4.57672, 1.38622, 3.74896], [-3.50620, 1.36708, 1.52786], [1.56578, 0.35869, 1.96726], [2.46595, 1.36747, 0.95247], [3.31943, 2.23513, 1.43169], [4.02552, 3.15799, 0.53502], [3.09819, 3.57695, -0.56857], [2.56826, 2.38189, -1.23589], [2.47541, 2.47884, -2.70603], [3.85498, 2.48280, -3.32194], [4.70321, 1.38792, -3.16346], [5.97367, 1.40949, -3.71510], [6.40289, 2.52078, -4.43162], [5.56084, 3.60884, -4.59494], [4.28898, 3.59195, -4.03637], [2.28522, 1.30701, -0.54740], [1.75438, -0.11698, -1.29834], [3.60690, 2.39398, 2.87587], [2.85486, 3.57812, 3.43371], [3.47763, 4.81710, 3.54389], [2.77254, 5.91856, 4.00934], [1.44083, 5.78551, 4.37240], [0.81934, 4.54587, 4.28617], [1.52233, 3.44591, 3.82004], [4.92646, 2.67319, 0.15066], [4.31264, 4.03090, 1.11581], [3.64114, 4.15593, -1.31248], [2.26430, 4.16865, -0.18341], [1.96703, 3.42018, -2.91911], [1.85586, 1.66280, -3.06746], [4.36619, 0.51113, -2.62158], [6.62710, 0.55551, -3.59619], [7.39303, 2.53349, -4.86684], [5.89094, 4.47202, -5.15700], [3.63028, 4.44302, -4.17042], [4.68412, 2.53918, 2.95837], [3.33914, 1.46975, 3.38137], [4.52914, 4.92192, 3.29803], [3.26850, 6.87523, 4.10415], [0.89433, 6.64135, 4.74530], [-0.20937, 4.43316, 4.60345], [1.04483, 2.47336, 3.78329], [1.84059, -3.66679, -0.09605], [2.16393, -3.08754, 0.95265], [1.42847, -3.17350, 1.97567], [3.00043, -2.13948, 0.89536]],
  "s2": 2.06,
  "orbital_gap_ev": [5.671, 5.642],
  "charge": 2,
  "e_homo_ev": [-12.2, -12.2],
  "de_lowest_ev": 1.696,
  "spin_multiplicity": 3
}

---

# 4
{
  "formula": "C39H62Cl33FO6S",
  "method": "wB97M-V/def2-TZVPD",
  "elements": ["C", "C", "C", "C", "C", "C", "C", "C", "C", "C", "C", "C", "C", "C", "C", "C", "C", "C", "C", "O", "C", "C", "O", "C", "S", "O", "O", "O", "C", "C", "C", "F", "C", "C", "C", "O", "H", "H", "H", "H", "H", "H", "H", "H", "H", "H", "H", "H", "H", "H", "H", "H", "H", "H", "H", "H", "H", "H", "H", "H", "H", "H", "H", "H", "H", "H", "H", "H", "H", "H", "H", "H", "H", "H", "H", "H", "H", "H", "H", "H", "H", "H", "H", "H", "H", "H", "H", "C", "Cl", "Cl", "Cl", "H", "C", "Cl", "Cl", "Cl", "H", "C", "Cl", "Cl", "Cl", "H", "C", "Cl", "Cl", "Cl", "H", "C", "Cl", "Cl", "Cl", "H", "C", "Cl", "Cl", "Cl", "H", "C", "Cl", "Cl", "Cl", "H", "C", "Cl", "Cl", "Cl", "H", "C", "Cl", "Cl", "Cl", "H", "C", "Cl", "Cl", "Cl", "H", "C", "Cl", "Cl", "Cl", "H"],
  "coordinates": [[-1.90119, 0.10499, 4.93352], [-2.79358, -0.63142, 5.91535], [-3.04664, -2.10078, 5.61425], [-3.34095, -2.48467, 4.16654], [-4.27700, -1.52860, 3.41802], [-3.78507, -1.25183, 1.99609], [-4.85801, -0.51027, 1.21835], [-4.96225, -0.85721, -0.27083], [-5.30095, 0.34601, -1.13649], [-4.14066, 1.26204, -1.51192], [-3.22241, 0.71431, -2.62709], [-1.77822, 1.23295, -2.45982], [-0.76464, 0.24679, -1.85480], [0.51604, 0.07662, -2.71138], [1.54095, 1.17495, -2.40385], [0.95957, 2.59301, -2.41229], [2.00282, 3.62842, -1.88704], [1.54512, 4.27947, -0.56726], [1.59768, 3.26352, 0.56666], [2.95359, 2.83790, 0.65418], [3.13745, 1.64258, 1.21400], [4.40814, 1.52299, 1.98786], [2.38166, 0.71623, 1.07885], [0.30413, 0.10057, -4.23175], [-0.58396, -1.30103, -4.90663], [0.28319, -1.81270, -5.92408], [-1.84632, -0.89183, -5.40189], [-0.77109, -2.28042, -3.69032], [0.52967, -2.51922, -3.11241], [0.33105, -3.64425, -2.09929], [0.19745, -5.00703, -2.73039], [-0.82528, -3.34647, -1.41295], [1.15797, -1.31552, -2.37314], [2.68918, -1.43017, -2.61795], [3.50318, -1.26363, -1.37852], [3.57945, -2.14241, -0.54963], [-0.99121, 0.42803, 5.40871], [-1.63111, -0.46623, 4.06377], [-2.39464, 1.00904, 4.61709], [-3.74859, -0.13289, 5.98582], [-2.35660, -0.56537, 6.89719], [-2.17067, -2.66107, 5.91884], [-3.84381, -2.44948, 6.25296], [-2.45011, -2.63412, 3.57856], [-3.82996, -3.44632, 4.21065], [-4.46703, -0.61680, 3.96647], [-5.22933, -2.01737, 3.27304], [-2.81216, -0.78093, 1.94773], [-3.66511, -2.23463, 1.55283], [-5.80790, -0.77652, 1.65263], [-4.66385, 0.54913, 1.25068], [-5.75595, -1.57322, -0.39245], [-4.05274, -1.29943, -0.66177], [-6.02845, 0.90976, -0.56848], [-5.75503, 0.04078, -2.07025], [-4.54606, 2.21639, -1.81043], [-3.58477, 1.46352, -0.60214], [-3.26947, -0.35997, -2.66462], [-3.59080, 1.19026, -3.52158], [-1.41269, 1.67858, -3.36708], [-1.88546, 2.03806, -1.75114], [-0.43340, 0.63435, -0.90002], [-1.19917, -0.71137, -1.62274], [2.34322, 1.17111, -3.12690], [1.99458, 1.01505, -1.44423], [0.65846, 2.86168, -3.41370], [0.11232, 2.67395, -1.75681], [2.13990, 4.39666, -2.63159], [2.94041, 3.11267, -1.77683], [0.54376, 4.64996, -0.71871], [2.22761, 5.08406, -0.33516], [0.91677, 2.46844, 0.31807], [1.29422, 3.75242, 1.47733], [4.55990, 0.49249, 2.23617], [4.41374, 2.17289, 2.84538], [5.20287, 1.80845, 1.31000], [1.28396, 0.02390, -4.67237], [-0.10618, 1.01868, -4.60279], [1.18317, -2.89427, -3.88284], [1.16368, -3.62523, -1.41322], [0.67285, -5.72097, -2.07559], [-0.82599, -5.32256, -2.81328], [0.69940, -5.07869, -3.67944], [1.00374, -1.46035, -1.31451], [3.05950, -0.79543, -3.41430], [2.89733, -2.44672, -2.91897], [4.08665, -0.34788, -1.21709], [3.16697, -0.77163, -7.33933], [3.93925, 0.00954, -5.95426], [2.51400, 0.44371, -8.43102], [4.31784, -1.81895, -8.16974], [2.34975, -1.37440, -6.97372], [6.61249, 1.70006, 5.67325], [7.24149, 3.33628, 5.55092], [4.86659, 1.72810, 5.92989], [7.01027, 0.77302, 4.22570], [7.07517, 1.21619, 6.52489], [11.10390, 1.90821, 4.10670], [10.04587, 3.26033, 3.70916], [12.79107, 2.32049, 3.79266], [10.88972, 1.41355, 5.78808], [10.83678, 1.07525, 3.47270], [-3.91292, 3.63139, 3.77009], [-2.65520, 4.56764, 4.58166], [-3.20948, 2.55649, 2.56309], [-4.85973, 2.71364, 4.94078], [-4.57445, 4.32014, 3.26546], [-0.99722, -3.46289, -9.07139], [-1.37134, -5.18146, -9.27489], [0.64289, -3.35276, -8.45366], [-1.14400, -2.64597, -10.62933], [-1.67572, -2.99037, -8.37304], [9.50457, 0.44457, 9.45566], [10.19968, 1.68980, 10.48686], [8.51676, 1.17502, 8.18099], [10.76649, -0.56885, 8.76046], [8.86362, -0.17971, 10.06081], [-5.44342, -4.60684, -0.01451], [-6.76706, -3.53456, 0.40510], [-4.76851, -5.38204, 1.41446], [-5.99985, -5.80508, -1.20369], [-4.66541, -4.01501, -0.48116], [-10.00680, -3.29475, -2.30192], [-11.40745, -4.36648, -2.30449], [-8.50829, -4.21741, -2.18492], [-10.02222, -2.24081, -3.72055], [-10.07345, -2.66010, -1.42978], [-4.00686, -9.27616, -8.82121], [-3.56925, -10.58590, -7.72798], [-2.70699, -8.09388, -8.90803], [-4.38292, -9.91192, -10.42416], [-4.88876, -8.78531, -8.43837], [4.71312, 6.41099, 4.88228], [4.42167, 5.10307, 3.72992], [4.42406, 5.86630, 6.53350], [6.35377, 7.04171, 4.71133], [4.01868, 7.21594, 4.66646], [1.59097, 9.59453, 5.09678], [0.97400, 10.02287, 6.68783], [3.33388, 9.30995, 5.15821], [0.75850, 8.17510, 4.46075], [1.40941, 10.42283, 4.42760]],
  "orbital_gap_ev": 10.277,
  "charge": 0,
  "e_homo_ev": -10.2,
  "spin_multiplicity": 1
}

---

# 5
{
  "formula": "C35H21BrF6N7O5S2Ta",
  "method": "wB97M-V/def2-TZVPD",
  "elements": ["Ta", "C", "C", "N", "C", "C", "C", "C", "C", "C", "C", "N", "C", "C", "C", "C", "C", "C", "C", "C", "N", "C", "H", "H", "H", "H", "H", "H", "H", "H", "H", "H", "H", "H", "Br", "C", "C", "C", "C", "C", "C", "N", "N", "C", "C", "C", "C", "O", "C", "N", "C", "C", "C", "C", "H", "H", "H", "H", "H", "H", "H", "H", "H", "F", "C", "F", "F", "S", "O", "O", "N", "S", "O", "O", "C", "F", "F", "F"],
  "coordinates": [[-0.51026, -1.38059, 0.73668], [0.68315, -0.30875, 5.00198], [0.13197, -1.02978, 3.93130], [0.50061, -0.83736, 2.67672], [1.49465, 0.07193, 2.43539], [2.04626, 0.88946, 3.43043], [1.60930, 0.66717, 4.75489], [2.99803, 1.86349, 3.04203], [3.35614, 1.98437, 1.72817], [2.83534, 1.11879, 0.73967], [1.93644, 0.14954, 1.10104], [1.37401, -0.85003, 0.27045], [2.17069, -1.56246, -0.63053], [3.52535, -1.47758, -0.83391], [4.15528, -2.31161, -1.78566], [3.45937, -3.24096, -2.50082], [2.07548, -3.41257, -2.25239], [1.28172, -4.40442, -2.85870], [-0.02993, -4.54560, -2.48388], [-0.55557, -3.70491, -1.49775], [0.15422, -2.74327, -0.92080], [1.45465, -2.57925, -1.30475], [0.33927, -0.52281, 6.00296], [-0.64058, -1.75787, 4.12146], [2.01782, 1.26298, 5.56147], [3.42801, 2.51077, 3.79448], [4.06499, 2.74521, 1.43196], [3.14771, 1.22904, -0.28926], [4.12862, -0.77679, -0.27781], [5.22027, -2.20151, -1.93685], [3.95163, -3.87153, -3.22819], [1.71915, -5.05750, -3.60361], [-0.66525, -5.30193, -2.92084], [-1.58086, -3.81884, -1.18150], [2.63010, 7.50666, -0.09623], [1.13971, 6.77509, -0.99278], [1.25956, 5.53477, -1.60490], [0.16544, 4.97858, -2.24398], [-1.03194, 5.68006, -2.27820], [-1.13092, 6.94948, -1.72594], [-0.04791, 7.49134, -1.05205], [-2.17888, 5.19075, -2.99325], [-2.63555, 4.06205, -2.81268], [-2.14639, 3.19525, -1.75575], [-2.21964, 3.53845, -0.43348], [-1.87481, 2.61583, 0.58249], [-1.45712, 1.37577, 0.19873], [-1.09576, 0.38106, 1.05140], [-1.41215, 0.97702, -1.14422], [-1.02981, -0.31797, -1.35305], [-1.00270, -0.70986, -2.61858], [-1.34472, 0.11866, -3.69821], [-1.73726, 1.41150, -3.47980], [-1.77486, 1.88200, -2.15150], [2.20842, 5.01684, -1.59032], [0.26156, 4.01905, -2.73672], [-2.05538, 7.50291, -1.82353], [-0.11848, 8.47026, -0.60000], [-2.53938, 4.53140, -0.14941], [-1.93058, 2.88888, 1.62621], [-0.70876, -1.72528, -2.82917], [-1.30118, -0.29392, -4.69560], [-2.02537, 2.06265, -4.29463], [-1.16958, -6.89055, 2.42192], [-0.65242, -5.95423, 1.66423], [0.65026, -6.09828, 1.54735], [-1.21848, -5.95744, 0.47144], [-0.96179, -4.31383, 2.48678], [-0.19099, -3.35569, 1.64081], [-0.60031, -4.40225, 3.84755], [-2.53458, -4.07800, 2.21942], [-2.84558, -2.66718, 1.69804], [-2.37061, -2.40406, 0.28325], [-2.21403, -1.58114, 2.45817], [-4.72018, -2.57105, 1.67661], [-5.11433, -2.59685, 2.92563], [-5.02899, -1.43786, 1.09892], [-5.17133, -3.59567, 1.00119]],
  "orbital_gap_ev": 6.007,
  "charge": 2,
  "e_homo_ev": -12.5,
  "de_lowest_ev": 0.802,
  "spin_multiplicity": 1
}